1.
The molecule C5H7O3P at a distorted geometry. Source: OMol25; level of theory: ωB97M-V/def2-TZVPD.

```
16
Properties=species:S:1:pos:R:3:forces:R:3:mulliken_charge:R:1
C -1.9500 -1.4517 1.0868 -1.884 1.657 0.794 -0.95
P -1.6525 -0.4504 -0.4147 -1.891 0.346 -0.194 -0.07
C 0.0923 -0.1963 -0.2302 -0.116 2.190 -0.308 0.29
O 0.7026 -1.3870 -0.0790 0.812 -1.936 0.885 -0.31
C 2.0265 -1.2079 -0.1050 0.460 1.732 -1.557 0.53
O 2.8908 -2.0016 -0.0818 0.433 -0.886 0.591 -0.50
O 2.2408 0.1472 -0.3845 0.568 -0.628 0.450 -0.37
C 1.0204 0.7471 -0.4481 -0.938 -0.417 -0.424 0.71
C 0.8293 2.1495 -0.8452 2.392 1.111 0.620 -1.23
H -2.9083 -1.0149 1.5068 1.223 0.065 -0.033 0.34
H -1.1362 -1.3035 1.8069 -0.451 -0.875 -0.089 0.31
H -2.3958 -2.3793 0.8354 0.936 -1.639 -0.035 0.31
H -2.3035 0.6688 0.2184 0.972 0.221 -0.620 0.01
H -0.2048 2.3415 -0.6764 -0.580 0.862 0.117 0.32
H 1.1698 2.4811 -1.8200 -0.606 -1.034 -1.020 0.30
H 1.5785 2.8572 -0.3697 -1.330 -0.770 0.825 0.31
```
Positions in Å, forces in eV/Å.

Its total energy is -20728.14176 eV. For the largest force on an atom, the calculation gives 2.709 eV/Å. As for the structure (SMILES): CPc1oc(=O)oc1C.



2.
The ion C4H13ClN4 with charge +2 at a distorted geometry. Source: OMol25; level of theory: ωB97M-V/def2-TZVPD.

```
22
Properties=species:S:1:pos:R:3:forces:R:3:mulliken_charge:R:1
N -1.3019 0.1865 1.2386 -0.865 -0.417 1.101 -0.37
C -0.5174 -0.7982 0.6012 -2.601 -2.285 2.470 0.33
Cl -1.3716 -2.6557 0.6551 1.111 1.802 0.261 -0.22
C 0.8203 -0.8552 1.3707 0.126 -3.454 -1.176 -0.71
N 1.3799 0.4423 1.0584 -1.421 2.154 3.033 -0.13
C 1.5049 0.7135 -0.3531 0.107 1.938 -2.521 -0.58
C 0.0817 0.7412 -1.0051 4.214 -1.450 -1.368 -0.75
N -0.3472 -0.6140 -0.7862 -1.542 0.536 -2.420 -0.13
N -1.6001 -0.8326 -1.5587 -0.358 -2.437 -2.057 -0.43
H -1.9896 0.7132 0.6981 0.053 -0.506 0.318 0.21
H -1.6891 -0.1124 2.1704 0.495 0.521 -1.298 0.29
H 0.7558 -1.1402 2.4837 -0.090 0.807 -1.776 0.42
H 1.4357 -1.6299 0.8087 -0.482 0.787 1.076 0.34
H 2.2259 0.6169 1.5703 1.048 -0.071 0.176 0.37
H 0.6775 1.1533 1.5208 1.220 -1.196 -1.122 0.47
H 2.0589 -0.1079 -0.8929 0.012 1.192 0.887 0.34
H 1.9137 1.7845 -0.4127 -0.027 -1.838 -0.341 0.42
H -0.4145 1.5453 -0.6145 -2.135 1.747 1.161 0.48
H 0.2110 0.8989 -2.0755 0.155 0.047 0.015 0.46
H -2.3126 -0.0200 -1.4773 0.771 -2.124 0.116 0.38
H -1.8186 -1.9229 -1.3334 -0.625 2.716 0.816 0.36
H -1.5083 -1.0681 -2.6612 0.835 1.532 2.650 0.44
```
Positions in Å, forces in eV/Å.

The charge is +2. Its total energy is -22822.07909 eV. For the largest force on an atom, the calculation gives 4.661 eV/Å. As for the structure (SMILES): N[C@]1(Cl)C[NH2+]CCN1[NH3+].



3.
A structure of composition C28H35BrGe2InN5OS at a distorted geometry. Source: OMol25; level of theory: ωB97M-V/def2-TZVPD.

```
74
Properties=species:S:1:pos:R:3:forces:R:3:mulliken_charge:R:1
In -1.5666 -0.1297 0.0500 -1.246 -0.191 -0.432 0.52
C -1.8383 3.8016 2.1364 -0.045 0.363 0.875 -1.23
C -0.4315 3.2120 2.4168 0.242 -0.070 -0.750 -0.32
Ge -0.3676 1.1659 2.3671 0.558 1.524 1.274 0.17
C -0.9234 0.6835 4.2136 -0.565 -2.689 -0.088 -0.81
C -0.3563 1.4861 5.3943 -0.970 0.534 0.427 -1.12
C 1.3822 0.4047 2.5359 1.590 -1.502 -2.344 -1.20
C 2.4214 0.3479 1.6134 -1.874 0.815 0.791 0.69
Ge 1.6226 0.3683 -0.2284 3.428 1.320 1.465 -0.02
C 2.1260 -1.2785 -1.1331 -2.071 -0.757 -0.036 0.12
C 3.1868 -2.0899 -0.4004 0.855 -1.421 -0.351 -1.20
C 1.8709 2.0578 -1.1680 -1.936 -0.663 -2.269 -0.25
C 3.0052 3.0376 -0.9458 -0.065 1.319 1.255 -1.01
C 3.8414 0.0758 1.9601 -0.773 -0.348 0.232 1.02
C 4.9061 0.3667 1.1270 0.320 -0.406 -0.007 0.24
C 6.2102 -0.0044 1.4747 -0.343 0.255 -0.246 -0.79
C 6.4874 -0.5849 2.7008 -0.296 0.219 0.249 -0.59
C 5.4242 -0.7377 3.6031 0.118 -0.327 -0.368 -0.66
C 4.1263 -0.4559 3.2134 0.025 -0.277 0.860 -0.68
H -2.2899 4.1052 3.0825 0.227 0.335 0.064 0.34
H -2.6411 3.1657 1.7757 0.326 -0.524 -0.626 0.26
H -1.7648 4.6916 1.5096 -0.110 -0.101 0.010 0.34
H -0.0832 3.5591 3.4380 -0.280 -0.847 -1.135 0.41
H 0.3094 3.6180 1.6882 -0.497 -0.366 0.478 0.27
H -0.5788 -0.3622 4.3852 0.019 0.469 -0.589 0.41
H -1.9909 0.4965 4.2225 -0.370 0.635 0.394 0.57
H 0.3551 2.2446 5.0795 0.119 0.085 0.152 0.34
H 0.1358 0.8336 6.1535 -0.400 0.422 -0.738 0.29
H -1.2269 1.9922 5.8851 0.968 -0.203 -0.251 0.31
H 1.3820 -0.3227 3.3406 0.573 0.787 0.968 0.21
H 2.4567 -1.0124 -2.1472 -0.406 0.037 0.198 0.59
H 1.0965 -1.7769 -1.1533 1.716 0.081 -0.483 -0.23
H 3.1549 -3.2000 -0.6827 -0.080 1.588 0.078 0.38
H 3.1279 -2.0883 0.6861 -0.185 0.160 -0.019 0.32
H 4.1938 -1.7040 -0.6695 -0.622 -0.338 0.245 0.37
H 0.8854 2.5026 -1.0877 -0.255 0.833 0.442 0.22
H 1.7187 1.7166 -2.2232 0.808 0.149 0.359 0.50
H 2.7217 3.6711 -0.0594 0.654 -0.784 -0.493 0.23
H 3.1438 3.8184 -1.7287 -0.422 -0.968 0.040 0.39
H 3.9800 2.5719 -0.7856 -0.208 0.095 0.074 0.27
H 4.7038 0.8618 0.1961 0.132 0.072 -0.436 0.33
H 7.0049 0.1742 0.7701 0.155 0.067 -0.090 0.42
H 7.5136 -0.8690 2.9493 -0.452 0.100 0.024 0.41
H 5.5720 -1.1406 4.5925 0.210 -0.046 0.077 0.41
H 3.3323 -0.6633 3.9382 0.278 0.145 -0.356 0.24
O -1.8122 1.3280 -6.2946 -0.053 -0.302 1.330 -0.48
C -1.6924 0.8991 -5.0269 -1.141 0.663 1.085 0.80
C -1.0974 -0.2967 -4.6069 1.125 -0.585 -1.000 -0.90
C -1.0081 -0.5725 -3.2567 -0.463 -0.057 0.551 -0.20
N -1.4495 0.2756 -2.3051 0.827 -0.060 1.435 0.12
C -1.9680 1.4405 -2.6568 -0.377 -0.368 -1.583 0.24
Br -2.2947 2.8236 -1.4062 0.023 -0.624 0.110 -0.01
C -2.2595 1.6839 -3.9831 -0.232 2.101 -0.536 -0.57
H -1.4962 0.6438 -6.8850 0.181 -0.204 -0.541 0.33
H -0.5977 -0.9511 -5.3673 -0.636 0.459 0.913 0.30
H -0.6353 -1.5064 -2.8163 0.100 0.504 -0.628 0.20
H -2.8338 2.6377 -4.1244 0.794 -1.096 -0.628 0.41
S -1.0122 -2.5956 -0.3750 -0.452 -0.460 0.279 -0.17
C -2.2215 -3.3317 -1.4169 -1.534 1.291 -0.098 0.32
N -3.5650 -3.3721 -1.0281 1.102 -0.765 -0.043 0.05
C -4.4839 -3.9218 -1.8654 -0.932 -0.417 0.133 -0.21
C -4.1954 -4.3162 -3.1717 -0.480 0.462 0.331 -0.56
C -2.9093 -4.1490 -3.6288 0.744 0.175 1.219 -0.34
C -1.9374 -3.6941 -2.7277 -1.181 -0.092 0.086 -0.58
H -3.7802 -3.0344 -0.0489 0.014 -0.595 -1.592 0.29
H -5.5145 -4.1399 -1.5274 0.797 0.713 0.306 0.40
H -5.0054 -4.6464 -3.8311 0.347 -0.039 0.503 0.41
H -2.5991 -4.3736 -4.6265 -0.076 -0.115 -0.510 0.47
H -0.9777 -3.4840 -3.0961 1.254 -0.202 -0.222 0.65
N -3.7535 -0.2997 -0.1492 0.859 1.002 0.085 -0.62
C -4.8605 0.0146 0.1808 -2.306 -1.810 1.176 0.85
N -6.0432 0.1350 0.6278 1.839 0.198 -0.977 -0.60
C -7.1326 -0.6444 0.6134 -2.962 -0.881 0.405 0.36
N -8.2037 -1.1628 0.7140 3.971 1.524 -0.514 -0.45
```
Positions in Å, forces in eV/Å.

The charge is +2. Its total energy is -238165.72773 eV. For the largest force on an atom, the calculation gives 4.284 eV/Å.



4.
A cluster of 8 separate species, C28H52F12O20S4 in total at a distorted geometry. Source: OMol25; level of theory: ωB97M-V/def2-TZVPD.

```
116
Properties=species:S:1:pos:R:3:forces:R:3:mulliken_charge:R:1
C 0.6945 0.4473 6.2296 -1.281 0.973 -0.322 -1.32
C 0.8239 1.5008 5.0805 2.045 -1.965 0.418 0.07
O -0.1142 1.2877 4.0318 -1.323 0.740 -1.707 0.03
C -0.0402 2.1084 2.9436 2.714 1.987 1.426 -0.06
O 0.7693 3.0559 2.8722 -2.689 -2.952 -0.310 -0.62
C -1.1133 1.7766 1.8269 2.113 -0.629 1.128 1.00
F -2.0617 2.6405 1.8819 -1.286 1.936 -0.308 -0.25
F -0.5350 1.7659 0.6156 -0.145 0.092 0.253 -0.06
F -1.6641 0.6040 2.0545 -0.085 -1.329 -0.044 -0.14
H -0.2809 0.5559 6.7037 0.068 0.292 0.481 0.37
H 1.5075 0.6464 6.9278 -0.182 0.071 0.114 0.39
H 0.7266 -0.6126 5.9770 0.326 0.357 -0.694 0.22
H 1.7803 1.2018 4.6517 0.261 0.597 -0.181 -0.02
H 0.9288 2.5350 5.4085 -0.607 -0.077 -0.001 0.40
C -4.4420 0.9055 0.3563 -1.273 0.014 0.572 -0.47
C -5.3765 0.0793 1.2822 2.569 -0.045 0.408 -0.58
O -6.6677 0.6649 1.3355 -1.128 0.590 1.007 -0.34
C -6.8735 1.5862 2.2940 3.184 2.182 1.302 0.49
O -5.9862 2.0957 3.0548 -4.029 -2.359 -2.989 -0.56
C -8.3626 2.1875 2.2383 1.128 -0.696 0.136 0.78
F -8.3271 3.4969 2.0987 0.437 0.756 -0.275 -0.25
F -9.1042 1.6916 1.2613 0.097 -0.359 -0.508 -0.25
F -8.9819 1.9394 3.3722 -0.276 -0.435 1.008 -0.25
H -4.3226 1.8597 0.8695 0.295 0.099 -0.230 0.26
H -4.9754 1.0914 -0.5759 0.167 -0.054 -0.153 0.46
H -3.4780 0.4424 0.1458 -0.226 -0.127 0.162 -0.05
H -4.9617 0.0815 2.2902 -0.019 0.227 0.096 0.34
H -5.3691 -0.9845 1.0446 -0.945 0.169 -0.548 0.47
C 3.0822 -4.3821 -1.6586 -0.141 0.873 0.595 -0.85
C 3.8850 -4.9923 -2.7887 0.232 -0.179 0.738 -0.35
O 3.8719 -4.1137 -3.8953 0.184 1.811 -2.167 -0.23
C 4.9938 -3.5896 -4.4799 0.451 -1.331 2.133 0.37
O 6.1269 -3.8567 -4.1364 -1.557 0.653 -0.784 -0.54
C 4.6718 -2.5735 -5.6380 -0.123 -2.803 0.381 0.94
F 5.4147 -2.9692 -6.6731 -0.066 0.177 -0.396 -0.26
F 3.3883 -2.6173 -5.9651 -0.308 0.082 -0.280 -0.25
F 4.9893 -1.3666 -5.3216 0.517 1.863 0.581 -0.24
H 2.0781 -4.0638 -1.9391 -0.072 -0.366 -0.408 0.06
H 3.5298 -3.4659 -1.2735 0.382 0.061 -0.076 0.28
H 2.9633 -5.0268 -0.7878 0.181 -0.355 -0.218 0.46
H 3.3756 -5.9086 -3.0871 0.385 -0.094 -0.250 0.25
H 4.9311 -5.1508 -2.5264 -0.132 -0.362 0.200 0.39
C 3.4760 2.3818 -5.0444 0.103 -0.814 -0.265 -0.72
C 4.1640 2.7408 -3.7771 0.846 -0.756 -0.275 -0.23
O 3.3422 3.6102 -3.0289 -0.519 0.962 1.138 -0.25
C 2.6136 3.0943 -2.0476 0.591 0.112 0.454 0.49
O 2.5472 1.9298 -1.7448 -0.248 0.731 -0.007 -0.42
C 1.8693 4.2352 -1.2189 -0.395 -1.722 -0.488 0.69
F 2.1753 4.1983 0.0636 0.251 -0.654 0.668 -0.23
F 2.0964 5.4485 -1.6094 0.322 1.242 -1.043 -0.29
F 0.5576 3.9668 -1.3538 -0.170 0.108 0.086 -0.19
H 2.6110 1.7431 -4.8657 -0.250 0.426 -0.076 -0.07
H 4.1788 1.7452 -5.5820 0.010 0.178 -0.463 0.39
H 3.2434 3.2927 -5.5960 -0.175 -0.299 -0.173 0.30
H 5.0982 3.2417 -4.0307 -0.158 0.495 0.352 0.32
H 4.4441 1.8716 -3.1820 -0.246 -0.050 0.069 0.24
C 4.5001 2.4528 1.9705 -0.008 0.272 0.633 -1.13
C 4.1992 0.9862 1.7014 -0.359 0.989 -1.147 0.19
O 3.8388 0.4032 2.9592 -1.613 -1.790 0.764 -0.35
S 2.8959 -1.0185 3.0050 1.287 0.608 1.377 0.91
C 4.3364 -2.1399 2.8998 -1.254 -0.426 0.444 -1.12
O 2.2809 -1.1649 4.3542 1.540 0.701 -3.581 -0.54
O 2.1013 -1.1002 1.7839 0.898 0.126 1.669 -0.29
H 3.6652 2.7194 2.6186 0.159 0.605 0.083 0.23
H 4.4912 3.1269 1.1140 -0.345 -0.501 -0.371 0.27
H 5.4448 2.7000 2.4548 -0.009 -0.522 0.342 0.34
H 3.3417 1.0279 1.0298 -0.179 -0.487 0.033 0.03
H 4.9956 0.4573 1.1777 0.166 -0.296 0.351 0.34
H 4.9106 -2.2703 3.8171 -0.061 1.112 0.132 0.37
H 4.9373 -1.8040 2.0547 -0.165 -0.439 0.030 0.31
H 3.8836 -3.1308 2.8641 0.009 -0.104 -0.995 0.41
C -1.3116 -3.3886 4.0804 -1.460 0.017 -0.246 -1.02
C -2.6118 -2.5342 4.2166 1.068 -0.369 -1.832 0.19
O -3.3586 -2.9591 5.3169 -1.775 0.265 1.690 -0.39
S -4.6917 -2.0567 5.7530 1.310 0.014 0.139 1.01
C -3.7759 -0.7680 6.7517 -0.737 -0.220 -1.511 -0.83
O -5.2468 -1.4507 4.5540 0.499 -0.668 1.322 -0.48
O -5.4944 -2.8877 6.6319 1.251 1.108 -1.262 -0.61
H -0.6917 -3.3045 4.9730 0.224 0.164 -0.342 0.33
H -0.8448 -3.1318 3.1295 0.496 0.601 0.362 0.06
H -1.5358 -4.4393 3.8965 -0.354 -0.118 0.496 0.42
H -2.3429 -1.4779 4.2089 0.025 0.217 0.597 0.17
H -3.2453 -2.6454 3.3366 0.136 -0.175 -0.261 0.23
H -4.5755 -0.1991 7.2262 0.339 -0.336 0.715 0.44
H -3.2962 -0.0517 6.0848 -0.202 -0.210 -0.524 0.18
H -2.9445 -1.2183 7.2940 -0.772 -0.206 0.574 0.35
C 1.1377 -0.4714 -4.0074 0.243 1.902 0.213 -0.48
C 0.9163 -1.2726 -2.7573 0.074 -1.861 -0.985 0.05
O -0.4488 -1.0684 -2.4446 -2.554 0.075 1.046 -0.23
S -1.3191 -2.1132 -1.5165 1.043 1.216 2.059 1.14
C -0.3321 -1.8988 0.0945 -1.136 -0.398 -1.472 -0.88
O -2.6617 -1.4992 -1.2796 3.302 -1.844 -1.426 -0.51
O -1.0150 -3.4554 -2.0057 -1.306 1.558 0.339 -0.63
H 0.9980 0.5841 -3.7739 0.283 0.256 0.311 -0.30
H 0.3624 -0.5558 -4.7689 0.222 -0.979 -0.007 0.14
H 2.1425 -0.5396 -4.4243 -0.114 -0.384 -0.020 0.28
H 1.0376 -2.3213 -3.0286 0.026 -0.271 0.094 0.17
H 1.5596 -1.1182 -1.8911 0.047 0.698 -0.114 0.27
H -0.1131 -0.8358 0.1955 -0.020 -0.202 0.016 0.13
H 0.5572 -2.5207 -0.0080 -0.055 0.205 0.004 0.31
H -0.9643 -2.2682 0.9020 0.023 0.104 -0.101 0.43
C -2.4492 2.7829 -2.3185 -0.215 -0.444 -1.554 -1.36
C -1.6677 2.2478 -3.5583 0.451 -0.220 2.717 0.87
O -2.3384 2.6322 -4.7402 0.746 -0.588 -2.645 -0.42
S -1.6423 2.0161 -6.1601 1.133 -0.815 -0.257 1.07
C -2.0986 0.2233 -6.0989 -0.583 1.020 0.044 -0.58
O -2.3126 2.5530 -7.3412 0.913 -0.198 2.351 -0.62
O -0.1671 2.0890 -6.0140 -2.941 0.144 -0.171 -0.52
H -2.0401 2.3926 -1.3866 0.171 0.105 -0.180 0.06
H -3.4444 2.3619 -2.4612 -0.246 0.250 0.397 0.49
H -2.5070 3.8714 -2.3194 0.066 -0.076 0.113 0.44
H -0.6264 2.5554 -3.4630 0.004 0.450 -0.713 0.05
H -1.6322 1.1685 -3.4099 -0.200 -0.259 -0.443 -0.18
H -3.1762 0.1447 -6.2432 -0.111 0.356 0.499 0.35
H -1.7867 -0.1810 -5.1359 0.022 -0.125 -0.277 -0.06
H -1.7351 -0.3087 -6.9781 0.793 0.348 0.219 0.38
```
Positions in Å, forces in eV/Å.

Its total energy is -146776.15931 eV. For the largest force on an atom, the calculation gives 5.543 eV/Å. As for the structure (SMILES): CCOC(=O)C(F)(F)F.CCOC(=O)C(F)(F)F.CCOC(=O)C(F)(F)F.CCOC(=O)C(F)(F)F.CCOS(C)(=O)=O.CCOS(C)(=O)=O.CCOS(C)(=O)=O.CCOS(C)(=O)=O.